An isolated molecule of C3H6N2, computed with the ωB97M-V functional and the def2-TZVPD basis.

Summary:
Electronic energy ... -227.2713 hartree
HOMO ... -8.966 eV
Structure (SMILES) ... [H]/N=C\N1CC1
Kohn-Sham gap ... 10.1315 eV
Energy relative to the best compared isomer or geometry (same formula, charge and spin) ... 4.1778 eV

CARTESIAN COORDINATES (ANGSTROEM)
H (-0.9759, 1.3411, 0.1728)
N (-1.7489, 0.5013, 0.2146)
C (-1.3525, -0.5946, -0.2035)
N (0.1367, -0.7515, -0.3079)
C (1.0715, -0.1070, 0.7203)
C (0.9068, 0.4250, -0.6511)
H (-2.0784, -1.5229, -0.3153)
H (1.7484, -0.8997, 0.7540)
H (0.4063, 0.2377, 1.6480)
H (0.0813, 1.1319, -0.9206)
H (1.8046, 0.2387, -1.1114)

A structure of composition C7H12HgLiO4, computed with the ωB97M-V functional and the def2-TZVPD basis.

Summary:
Electronic energy ... -735.7736 hartree
HOMO (spin up / spin down) ... 0.029 / -4.412 eV
Spin multiplicity ... 3
Net charge ... -1
Kohn-Sham gap (spin up / spin down) ... 1.5366 / 2.6861 eV

CARTESIAN COORDINATES (ANGSTROEM)
C (-1.8867, 2.3157, -0.0801)
C (-3.1394, 3.0979, -0.4887)
O (-4.0700, 2.3161, -1.1498)
Li (-4.8710, 2.7520, -2.6779)
H (-1.0243, 3.0062, 0.0200)
H (-3.6666, -1.0277, -0.4338)
H (-1.6283, 1.6280, -0.9083)
H (-2.7886, 3.9572, -1.1055)
H (-3.5547, 3.5897, 0.4266)
C (-1.9968, 1.5037, 1.1813)
C (-3.0746, 1.4165, 1.9852)
H (-1.0557, 1.0676, 1.5456)
H (-3.0203, 0.8472, 2.9180)
H (-4.0830, 1.6044, 1.5938)
O (-4.2232, -6.3597, -0.1110)
C (-3.9727, -5.3299, 0.5651)
O (-4.1787, -5.2574, 1.8038)
O (-3.4420, -4.2971, -0.0987)
C (-3.4854, -3.0058, 0.5171)
C (-3.0415, -1.9738, -0.4945)
Hg (-4.9611, -7.7080, 1.8345)
H (-2.8252, -3.0080, 1.3963)
H (-4.5113, -2.8114, 0.8643)
H (-3.2126, -2.3346, -1.5196)
H (-1.9596, -1.7908, -0.4080)

A cluster of 8 separate species, C7H30N14O8 in total, computed with the ωB97M-V functional and the def2-TZVPD basis.

Summary:
Electronic energy ... -1653.5290 hartree
HOMO ... -8.785 eV
Structure (SMILES) ... NC(N)=O.NC(N)=O.NC(N)=O.NC(N)=O.NC(N)=O.NC(N)=O.NC(N)=O.O
Kohn-Sham gap ... 8.7167 eV
Energy relative to the best compared isomer or geometry (same formula, charge and spin) ... 0.5344 eV

CARTESIAN COORDINATES (ANGSTROEM)
N (-24.3241, -8.3072, 31.0552)
C (-25.0899, -7.8847, 30.0319)
N (-26.1665, -8.6804, 29.8315)
O (-24.9400, -6.8231, 29.4044)
H (-24.4272, -9.2376, 31.4142)
H (-23.4339, -7.8674, 31.2872)
H (-26.7613, -8.4697, 29.0442)
H (-26.4153, -9.3759, 30.5038)
N (-27.1528, -4.6273, 29.5745)
C (-26.6421, -3.6490, 28.7734)
N (-27.5268, -3.2565, 27.8430)
O (-25.4810, -3.2383, 28.8277)
H (-27.9502, -5.2066, 29.3170)
H (-26.5443, -4.9795, 30.2933)
H (-27.3460, -2.4279, 27.3032)
H (-28.4575, -3.6339, 27.8107)
N (-30.9686, -7.1617, 27.5246)
C (-30.2331, -6.6856, 28.5671)
N (-30.7760, -6.9845, 29.7728)
O (-29.1887, -6.0509, 28.4283)
H (-31.8212, -7.6796, 27.6038)
H (-30.7995, -6.6691, 26.6602)
H (-31.6201, -7.5216, 29.8044)
H (-30.0772, -7.0237, 30.4997)
N (-25.5578, -7.0721, 21.9899)
C (-26.1889, -6.8335, 23.1790)
N (-25.3646, -6.2012, 24.0660)
O (-27.3999, -6.9277, 23.3570)
H (-24.5761, -6.8791, 21.9522)
H (-26.0860, -7.2598, 21.1588)
H (-25.6219, -6.1813, 25.0408)
H (-24.4869, -5.8022, 23.7925)
N (-29.7243, -9.7594, 26.3044)
C (-28.4362, -9.3404, 26.3495)
N (-28.0326, -8.7246, 25.1947)
O (-27.7277, -9.2967, 27.3486)
H (-30.2811, -9.9089, 27.1253)
H (-30.2495, -9.8625, 25.4567)
H (-28.7301, -8.5029, 24.5094)
H (-27.3553, -8.0040, 25.4164)
N (-22.0513, -4.5474, 32.4530)
C (-22.6062, -5.3403, 31.5174)
N (-23.7106, -4.8904, 30.9109)
O (-22.1068, -6.4686, 31.3131)
H (-22.4189, -3.6270, 32.6101)
H (-21.2129, -4.8838, 32.8888)
H (-24.0720, -4.0124, 31.2445)
H (-24.3484, -5.5086, 30.3813)
N (-22.1499, -3.0369, 27.6223)
C (-22.7436, -3.0179, 26.4000)
N (-24.0407, -3.4466, 26.4157)
O (-22.1419, -2.7681, 25.3554)
H (-22.7765, -3.3813, 28.3311)
H (-21.3055, -2.5653, 27.8734)
H (-24.4484, -3.4675, 27.3465)
H (-24.4899, -3.5029, 25.5234)
O (-26.1726, -6.5890, 27.0731)
H (-25.4740, -6.3480, 27.7202)
H (-26.9804, -6.2198, 27.4425)

A cluster of 12 separate species, C36H66Cl12N6 in total, computed with the ωB97M-V functional and the def2-TZVPD basis.

Summary:
Electronic energy ... -7261.6774 hartree
HOMO (spin up / spin down) ... -11.981 / -11.981 eV
Spin multiplicity ... 2
Net charge ... +1
Kohn-Sham gap (spin up / spin down) ... 9.3728 / 1.7122 eV

CARTESIAN COORDINATES (ANGSTROEM)
C (-6.2339, 1.3394, -1.8197)
C (-5.0746, 2.0170, -1.1607)
C (-5.0503, 1.8784, 0.3520)
C (-6.2786, 2.3733, 1.0118)
N (-7.2660, 2.7216, 1.5475)
H (-7.1650, 1.7952, -1.4827)
H (-6.2602, 0.3578, -1.3466)
H (-6.1671, 0.9979, -2.8527)
H (-4.9712, 3.0739, -1.4063)
H (-4.1739, 1.5161, -1.5158)
H (-4.1957, 2.4310, 0.7424)
H (-4.9024, 0.8376, 0.6401)
C (-2.9060, -1.4614, -3.8251)
C (-3.5756, -2.6334, -4.4380)
C (-2.6503, -3.5167, -5.2885)
C (-1.4386, -3.9467, -4.5389)
N (-0.4761, -4.1629, -3.9678)
H (-3.6574, -0.9278, -3.2431)
H (-2.6035, -0.6792, -4.5213)
H (-2.0415, -1.7819, -3.2437)
H (-4.3983, -2.4931, -5.1391)
H (-4.1623, -3.1797, -3.6995)
H (-2.3911, -3.0304, -6.2290)
H (-3.1555, -4.4663, -5.4648)
C (8.1027, 4.6878, -1.7914)
C (6.8645, 3.7942, -1.6605)
C (6.4081, 3.6278, -0.2287)
C (4.9674, 3.4033, -0.2041)
N (3.8390, 3.2312, -0.1910)
H (9.0358, 4.2909, -1.3916)
H (7.9039, 5.7081, -1.4633)
H (8.2109, 5.1426, -2.7760)
H (7.0351, 2.7926, -2.0551)
H (6.0483, 4.2959, -2.1803)
H (6.7370, 4.4760, 0.3716)
H (6.9349, 2.7909, 0.2298)
C (-0.3479, -2.3350, 6.3681)
C (-0.5724, -2.6128, 4.8474)
C (0.4070, -1.8047, 3.9910)
C (1.7580, -2.3340, 4.0047)
N (2.8485, -2.7655, 4.0610)
H (-0.3336, -1.2691, 6.5956)
H (0.5896, -2.7338, 6.7556)
H (-1.0956, -2.8334, 6.9850)
H (-1.5818, -2.2744, 4.6134)
H (-0.5775, -3.6783, 4.6175)
H (0.4897, -0.7922, 4.3863)
H (0.1504, -1.8388, 2.9322)
C (1.7698, 0.7737, -1.1180)
C (0.5384, -0.1746, -1.3780)
C (-0.4554, -0.3533, -0.2815)
C (-1.0723, 0.8744, 0.2487)
N (-1.5279, 1.8220, 0.6989)
H (2.3553, 0.3177, -0.3196)
H (1.3758, 1.6968, -0.6929)
H (2.3536, 1.0380, -1.9998)
H (0.9157, -1.1292, -1.7448)
H (0.1453, 0.1477, -2.3422)
H (-0.0327, -0.9289, 0.5420)
H (-1.3373, -0.9262, -0.5681)
C (-3.1178, -3.6969, 2.4062)
C (-4.1419, -4.2646, 1.3913)
C (-3.9060, -3.9269, -0.1298)
C (-4.0175, -2.5039, -0.5037)
N (-4.0146, -1.3750, -0.8183)
H (-3.3482, -3.9760, 3.4344)
H (-3.2042, -2.6105, 2.3885)
H (-2.0502, -3.8245, 2.2269)
H (-5.1644, -3.9597, 1.6140)
H (-4.2262, -5.3284, 1.6135)
H (-4.6899, -4.4514, -0.6761)
H (-2.8932, -4.1972, -0.4286)
Cl (-3.6197, 5.3438, 1.2128)
C (-3.1571, 5.8219, -0.4282)
C (-1.8169, 5.0205, -0.6188)
Cl (-1.2596, 5.2872, -2.2263)
H (-3.0284, 6.9037, -0.3917)
H (-3.8412, 5.4218, -1.1766)
H (-1.9386, 3.9377, -0.5883)
H (-1.0120, 5.3449, 0.0408)
Cl (7.2401, 0.2276, -0.2371)
C (6.0548, -1.0593, -0.1879)
C (6.3767, -1.9395, 1.0551)
Cl (5.2231, -3.3422, 1.1173)
H (6.0739, -1.6537, -1.1014)
H (5.0716, -0.6495, 0.0432)
H (6.0887, -1.3167, 1.9021)
H (7.3747, -2.3306, 1.2531)
Cl (-0.1778, -4.4629, -0.2746)
C (1.4391, -4.1994, -0.9939)
C (2.4669, -5.0036, -0.3416)
Cl (2.2422, -6.7620, -0.5629)
H (1.6632, -3.1502, -0.8018)
H (1.4276, -4.2626, -2.0820)
H (2.4490, -4.8925, 0.7426)
H (3.4155, -4.6227, -0.7199)
Cl (-0.0213, -0.2611, -5.7344)
C (1.5305, -1.0762, -5.4297)
C (2.4061, -0.2789, -4.5423)
Cl (3.3570, -1.2312, -3.3098)
H (2.0938, -1.1314, -6.3613)
H (1.3898, -2.0926, -5.0619)
H (1.7155, 0.3021, -3.9310)
H (3.0033, 0.5079, -5.0032)
Cl (-1.5659, 2.9093, 5.5760)
C (-2.5436, 3.1153, 4.1147)
C (-3.5461, 2.0429, 4.0733)
Cl (-2.8585, 0.4796, 3.3968)
H (-1.9407, 3.1788, 3.2088)
H (-3.0484, 4.0648, 4.2933)
H (-4.4100, 2.2957, 3.4586)
H (-4.0213, 1.8452, 5.0342)
Cl (3.8733, 1.1499, 2.6330)
C (2.3859, 2.0690, 2.5964)
C (2.7579, 3.5229, 2.9779)
Cl (1.3534, 4.5253, 2.5478)
H (1.6868, 1.5869, 3.2798)
H (2.0941, 2.1877, 1.5529)
H (3.6454, 3.9105, 2.4777)
H (3.0261, 3.6433, 4.0276)

A cluster of 5 separate species, C18H42F4NO20P4 in total, computed with the ωB97M-V functional and the def2-TZVPD basis.

Summary:
Electronic energy ... -4035.3732 hartree
HOMO ... -4.735 eV
Net charge ... -1
Kohn-Sham gap ... 3.4858 eV

CARTESIAN COORDINATES (ANGSTROEM)
C (0.1395, -4.3929, 2.7511)
C (0.7060, -4.5257, 1.3446)
O (1.6695, -5.2265, 1.1803)
O (0.1467, -3.9315, 0.2588)
C (-0.2246, -2.5713, 0.4604)
C (0.8722, -1.5357, 0.1555)
N (1.8786, -1.4648, 1.2074)
F (3.0647, -0.8922, 0.7753)
C (1.4541, -1.6452, -1.3112)
O (1.2396, -2.6823, -1.9808)
O (2.0674, -0.6862, -1.7843)
C (0.1359, -0.1580, 0.1859)
F (-0.6623, -0.0424, -0.8966)
F (-0.6520, -0.0094, 1.2769)
F (0.9519, 0.8845, 0.1569)
H (-0.9510, -4.4664, 2.8155)
H (0.3946, -3.3823, 3.1095)
H (0.6001, -5.0870, 3.4503)
H (-1.0296, -2.3593, -0.2509)
H (-0.6637, -2.3770, 1.4478)
H (2.1400, -2.3783, 1.5631)
C (-1.5516, -2.7975, -3.1584)
O (-2.5869, -1.7924, -3.3459)
P (-2.3925, -0.7820, -4.6492)
O (-3.4032, 0.2572, -4.3057)
O (-2.9785, -1.8781, -5.7108)
C (-4.2326, -2.4867, -5.4490)
O (-1.5959, 0.0095, -5.8748)
C (-0.5590, -0.7062, -6.5741)
H (-1.8832, -3.4891, -2.3867)
H (-1.3824, -3.3563, -4.0845)
H (-0.6209, -2.3316, -2.8420)
H (-4.8718, -1.8515, -4.8354)
H (-4.0863, -3.4491, -4.9541)
H (-4.7245, -2.6667, -6.4047)
H (-0.9857, -1.5181, -7.1648)
H (0.1778, -1.1036, -5.8764)
H (-0.0682, -0.0071, -7.2492)
C (-5.9798, 0.7218, -6.6818)
O (-6.2101, -0.4609, -7.4873)
P (-7.2765, -0.2853, -8.7632)
O (-7.5070, -1.7181, -9.0789)
O (-6.1410, 0.3801, -9.7297)
C (-4.8959, -0.2864, -9.9036)
O (-8.4899, 0.3977, -9.6773)
C (-8.5660, 1.8345, -9.7331)
H (-5.1460, 0.5225, -6.0073)
H (-5.7273, 1.5793, -7.3131)
H (-6.8687, 0.9519, -6.0921)
H (-4.9883, -1.3625, -9.7593)
H (-4.1590, 0.1155, -9.2059)
H (-4.5502, -0.0902, -10.9178)
H (-7.7143, 2.2423, -10.2784)
H (-8.6021, 2.2626, -8.7307)
H (-9.4774, 2.1004, -10.2655)
C (6.4742, 2.6663, 5.7318)
O (6.3210, 1.5379, 4.8941)
P (5.1014, 1.6626, 3.6810)
O (5.1659, 0.1911, 3.4217)
O (6.1340, 2.4773, 2.7011)
C (7.4771, 2.0398, 2.5752)
O (3.8592, 1.8744, 2.5687)
C (3.4198, 3.2181, 2.2939)
H (7.3802, 2.5533, 6.3276)
H (6.5560, 3.5807, 5.1317)
H (5.6193, 2.7385, 6.3926)
H (7.5751, 0.9713, 2.7641)
H (8.1167, 2.5959, 3.2650)
H (7.8034, 2.2543, 1.5580)
H (4.1962, 3.7753, 1.7676)
H (3.1526, 3.7369, 3.2157)
H (2.5429, 3.1555, 1.6522)
C (1.0156, 3.1802, 10.5689)
O (1.5322, 3.2116, 9.2271)
P (2.9823, 2.3744, 8.9447)
O (3.1699, 2.9989, 7.5923)
O (2.1449, 0.9755, 8.8111)
C (0.9415, 0.9367, 8.0503)
O (4.4167, 1.5018, 8.8324)
C (4.7233, 0.5618, 9.8813)
H (0.0122, 3.6005, 10.5567)
H (0.9636, 2.1535, 10.9453)
H (1.6439, 3.7798, 11.2300)
H (0.9321, 1.6937, 7.2672)
H (0.0811, 1.0758, 8.7076)
H (0.8681, -0.0491, 7.5948)
H (4.0289, -0.2783, 9.8569)
H (4.6866, 1.0433, 10.8592)
H (5.7290, 0.1844, 9.7080)